ORCA calculation (ωB97M-V/def2-TZVPD) on C3H3NO3 in the gas phase.

XYZ file:
```
10
Properties=species:S:1:pos:R:3:forces:R:3:mulliken_charge:R:1
H 0.23172 1.82095 -0.83235 0.0 0.0 0.1 0.275
N -0.61868 1.42804 -0.42952 0.0 -0.6 0.1 -0.561
C -0.52409 0.19442 -0.20140 -0.1 0.3 -0.1 0.611
C -1.69697 -0.55958 0.37660 -0.1 -0.3 0.2 -0.023
O -1.71938 -1.75670 0.49673 0.0 0.6 -0.1 -0.448
O 0.55415 -0.63630 -0.46445 0.1 0.1 0.1 -0.250
C 1.77816 -0.27107 0.00725 0.2 0.5 0.3 0.141
O 2.02362 0.73457 0.61090 -0.1 -0.7 -0.4 -0.457
H -2.52319 0.10503 0.68975 0.1 -0.1 -0.1 0.363
H 2.49466 -1.05936 -0.25351 0.0 0.1 0.0 0.348
```
Forces are in eV/Å.

Lowest unoccupied orbital energy, eV: -0.4207
HOMO, eV: -10.68
Net charge: 0
Energy, Ha: -396.56578


ORCA calculation (ωB97M-V/def2-TZVPD) on 2 unconnected molecules or ions with the total composition C11H15N.

XYZ file:
```
27
Properties=species:S:1:pos:R:3:forces:R:3:mulliken_charge:R:1
C -0.47922 -1.89362 2.35619 -0.2 -1.0 0.0 -1.571
C -0.29203 -1.57997 0.91856 -0.2 0.1 -1.4 0.798
C -1.27719 -1.67682 -0.04303 0.3 0.3 1.2 -0.840
N -0.81501 -1.31221 -1.27299 0.1 0.3 0.1 -0.017
C 0.51246 -0.88120 -1.13671 -1.7 -0.5 -0.7 -0.221
C 1.23872 -0.17710 -2.09847 -0.3 0.2 0.2 -0.548
C 2.49350 0.29257 -1.74250 -1.3 -0.5 0.3 -0.712
C 2.93046 -0.08392 -0.46997 1.6 0.0 0.8 -0.208
C 2.23979 -0.83293 0.45536 -1.9 0.4 0.3 -0.796
C 0.85873 -1.11507 0.19022 1.9 -0.1 0.1 0.982
H -1.52104 -1.74865 2.63966 0.0 0.2 0.1 0.369
H 0.16142 -1.36926 3.05474 0.1 0.2 -0.1 0.364
H -0.31545 -2.97053 2.48557 0.2 0.1 0.3 0.321
H -2.33429 -1.74971 0.16268 -0.1 -0.5 -0.3 0.340
H -1.37953 -1.41837 -2.09762 0.3 0.3 -0.1 0.186
H 0.63204 0.07478 -2.96293 0.7 0.1 -0.4 0.354
H 3.07488 0.98732 -2.32522 0.0 -0.1 -0.3 0.400
H 3.91071 0.27103 -0.15561 0.0 -0.1 -0.1 0.332
H 2.61455 -1.06303 1.44321 0.4 0.1 -0.1 0.376
C -1.64220 2.80062 -0.47438 -0.3 0.8 0.3 -1.012
C -1.38717 1.75217 0.58781 -0.9 -0.6 0.5 -0.266
H -1.49472 3.77748 -0.00109 0.0 0.1 -0.4 0.300
H -0.99359 2.71480 -1.34496 0.3 0.0 0.2 0.288
H -2.65687 2.81402 -0.87969 -0.1 -0.3 0.2 0.282
H -0.62901 2.04185 1.31228 0.6 -0.2 -0.5 0.327
H -1.22026 0.78841 0.12755 0.6 -0.1 0.1 -0.171
H -2.22968 1.55737 1.27133 -0.3 0.4 -0.5 0.343
```
Forces are in eV/Å.

Lowest unoccupied orbital energy, eV: 0.9118
HOMO, eV: -7.73
Net charge: 0
Energy, Ha: -482.88519